Entry from the Open Molecules 2025 dataset: a cluster of 2 separate species, CH3Cl3 in total (ωB97M-V/def2-TZVPD).

E_LUMO = 0.8049 eV
Energy above the lowest of the compared OMol25 structures with the same formula, charge and spin = 0.0 kJ/mol
Energy = -38653.024 eV
SMILES = ClCCl.Cl

Each line ends with the Mulliken charge.
Positions of all 7 atoms, in Å:
1 Cl 0.16 0.26 -0.25  -0.13
2 C 1.79 0.77 0.21  -0.25
3 Cl 2.99 -0.52 0.05  -0.14
4 H 1.76 1.08 1.25  0.26
5 H 2.08 1.60 -0.43  0.27
6 Cl -3.84 -0.21 0.07  -0.23
7 H -2.86 0.59 0.23  0.23


Entry from the Open Molecules 2025 dataset: a structure of composition C27H17ClF3N5O4S2Ti (ωB97M-V/def2-TZVPD).

E_LUMO (spin up / spin down) = -0.2164 / -0.3264 eV
Spin multiplicity = 3
Energy above the lowest of the compared OMol25 structures with the same formula, charge and spin = 98.9 kJ/mol
Energy = -109379.039 eV
⟨S²⟩ = 2.041

Each line ends with the Löwdin spin population.
Positions of all 60 atoms, in Å:
1 Ti 1.71 -14.72 -6.34  0.96
2 Cl -2.81 -16.75 -11.56  -0.01
3 C -1.70 -15.90 -10.56  0.00
4 C -1.81 -14.56 -10.25  0.08
5 C -0.99 -13.92 -9.38  -0.01
6 C 0.04 -14.64 -8.82  0.06
7 O 0.82 -14.03 -7.90  0.02
8 C 0.29 -15.97 -9.14  0.03
9 C 1.43 -16.71 -8.55  0.40
10 N 2.37 -16.10 -7.74  0.11
11 C 3.69 -16.39 -7.90  0.02
12 C 4.36 -17.25 -8.77  0.06
13 C 5.73 -17.44 -8.79  0.00
14 C 6.54 -16.65 -7.97  0.07
15 C 5.93 -15.68 -7.09  0.00
16 C 6.67 -14.86 -6.27  0.02
17 C 5.97 -14.02 -5.44  0.00
18 C 4.63 -13.85 -5.59  0.02
19 N 3.90 -14.58 -6.40  0.00
20 C 4.50 -15.56 -7.08  0.00
21 C -0.58 -16.59 -10.04  0.08
22 H -2.55 -13.93 -10.78  0.00
23 H -1.11 -12.85 -9.07  0.00
24 H 1.76 -17.66 -8.95  0.02
25 H 3.69 -17.87 -9.29  0.01
26 H 6.29 -18.04 -9.50  0.00
27 H 7.63 -16.75 -7.95  0.00
28 H 7.73 -14.95 -6.16  0.00
29 H 6.58 -13.26 -4.94  0.00
30 H 4.12 -13.14 -4.99  0.00
31 H -0.57 -17.60 -10.17  0.00
32 N -2.31 -15.14 -4.75  0.00
33 C -2.21 -16.54 -4.97  0.00
34 C -2.85 -17.62 -4.37  0.00
35 C -2.37 -18.85 -4.70  0.00
36 C -1.16 -19.05 -5.44  0.00
37 C -0.48 -17.98 -5.97  0.01
38 C -0.99 -16.69 -5.68  0.00
39 N -0.37 -15.45 -5.86  0.01
40 C -1.25 -14.60 -5.38  0.00
41 C -0.94 -13.15 -5.34  0.00
42 C -1.70 -12.09 -4.92  0.00
43 S -0.79 -10.64 -5.05  0.00
44 C 0.56 -11.49 -5.68  0.00
45 N 0.36 -12.80 -5.71  0.01
46 H -3.20 -14.74 -4.44  0.00
47 H -3.72 -17.49 -3.76  0.00
48 H -2.88 -19.67 -4.17  0.00
49 H -0.87 -20.06 -5.55  0.00
50 H 0.41 -18.11 -6.52  0.01
51 H -2.71 -11.98 -4.62  0.00
52 H 1.57 -11.14 -5.91  0.00
53 F 1.03 -16.89 -2.11  0.00
54 C 2.11 -16.14 -2.07  0.00
55 F 3.15 -16.81 -2.46  0.00
56 F 2.25 -15.77 -0.79  0.00
57 S 1.78 -14.63 -3.05  0.00
58 O 0.41 -14.22 -2.78  0.00
59 O 2.86 -13.70 -2.80  0.00
60 O 1.92 -15.25 -4.46  0.00


Entry from the Open Molecules 2025 dataset: a cluster of 5 separate species, C38H34N2O18Si in total (ωB97M-V/def2-TZVPD).

E_LUMO = -1.9095 eV
Energy = -87655.012 eV
SMILES = CC(=O)OCc1ccc2nccnc2c1[Si](C)(C)C.O=C1C=C(O)C(=O)C=C1O.O=C1C=C(O)C(=O)C=C1O.O=C1C=C(O)C(=O)C=C1O.O=C1C=C(O)C(=O)C=C1O

Each line ends with the Mulliken charge.
Positions of all 93 atoms, in Å:
1 C -3.98 -1.28 4.13  -0.65
2 C -3.69 -1.17 2.49  0.58
3 O -3.41 0.02 1.95  -0.54
4 O -3.82 -2.43 1.74  -0.31
5 C -2.92 -2.49 0.58  -0.65
6 C -1.32 -2.55 0.96  0.23
7 C -0.42 -1.27 0.37  -0.23
8 C 1.18 -1.25 0.74  -0.74
9 C 1.93 -2.42 1.67  0.39
10 N 3.39 -2.19 1.92  -0.50
11 C 3.88 -3.34 2.75  -0.16
12 C 3.02 -4.59 3.35  -0.25
13 N 1.55 -4.72 3.09  -0.23
14 C 0.99 -3.63 2.22  -0.13
15 C -0.65 -3.77 1.88  0.77
16 Si -1.65 -5.26 2.56  0.23
17 C -3.34 -5.61 1.73  -0.87
18 C -1.97 -4.87 4.46  -0.87
19 C -0.68 -6.97 2.50  -0.91
20 H -3.33 -0.53 4.76  0.23
21 H -5.15 -1.12 4.31  0.30
22 H -3.77 -2.41 4.45  0.14
23 H -3.13 -1.56 -0.14  0.30
24 H -3.16 -3.46 -0.06  0.26
25 H -0.87 -0.39 -0.27  0.32
26 H 1.80 -0.32 0.34  0.34
27 H 5.04 -3.31 3.04  0.30
28 H 3.55 -5.41 4.03  0.32
29 H -3.62 -6.74 1.98  0.31
30 H -3.32 -5.54 0.55  0.26
31 H -4.23 -4.97 2.20  0.22
32 H -1.98 -3.68 4.60  0.15
33 H -3.02 -5.31 4.77  0.29
34 H -1.08 -5.31 5.12  0.28
35 H 0.15 -6.94 3.33  0.25
36 H -1.47 -7.78 2.87  0.27
37 H -0.30 -7.22 1.43  0.27
38 O -0.74 3.76 -4.92  -0.69
39 C -0.66 2.61 -4.51  1.12
40 C 0.62 2.03 -4.06  -1.07
41 C 0.68 0.77 -3.62  0.75
42 O 1.87 0.22 -3.19  -0.68
43 C -0.53 -0.09 -3.58  0.97
44 O -0.44 -1.25 -3.19  -0.71
45 C -1.81 0.49 -4.01  -1.00
46 C -1.87 1.76 -4.44  0.33
47 O -3.07 2.31 -4.84  -0.61
48 H 1.49 2.67 -4.09  0.39
49 H 1.66 -0.70 -2.93  0.35
50 H -2.69 -0.14 -3.95  0.49
51 H -2.86 3.23 -5.11  0.35
52 O -0.23 5.26 -0.36  -0.63
53 C -0.50 4.80 0.75  0.87
54 C -0.81 5.66 1.90  -0.90
55 C -1.09 5.13 3.09  0.17
56 O -1.39 5.93 4.18  -0.59
57 C -1.08 3.65 3.30  0.77
58 O -1.32 3.19 4.41  -0.80
59 C -0.79 2.79 2.14  -0.44
60 C -0.52 3.32 0.95  0.11
61 O -0.25 2.52 -0.14  -0.36
62 H -0.81 6.73 1.73  0.44
63 H -1.55 5.31 4.92  0.36
64 H -0.81 1.72 2.30  0.72
65 H -0.08 3.14 -0.89  0.25
66 O 4.99 0.06 6.15  -0.63
67 C 4.21 0.78 5.55  0.99
68 C 2.80 0.92 5.95  -0.84
69 C 1.97 1.70 5.26  0.30
70 O 0.64 1.83 5.63  -0.59
71 C 2.43 2.47 4.07  0.96
72 O 1.64 3.17 3.45  -0.47
73 C 3.84 2.35 3.69  -1.01
74 C 4.68 1.57 4.37  0.36
75 O 6.01 1.46 4.02  -0.58
76 H 2.47 0.35 6.81  0.46
77 H 0.25 2.45 4.98  0.32
78 H 4.17 2.93 2.83  0.45
79 H 6.40 0.84 4.67  0.34
80 O 1.17 3.40 -11.52  -0.61
81 C 1.07 2.89 -10.41  0.81
82 C 2.25 2.47 -9.63  -0.85
83 C 2.11 1.90 -8.44  0.31
84 O 3.22 1.51 -7.70  -0.58
85 C 0.77 1.67 -7.84  0.92
86 O 0.68 1.13 -6.74  -0.52
87 C -0.41 2.11 -8.60  -0.88
88 C -0.27 2.68 -9.80  0.44
89 O -1.37 3.10 -10.52  -0.57
90 H 3.22 2.65 -10.08  0.42
91 H 2.86 1.13 -6.87  0.32
92 H -1.38 1.95 -8.15  0.46
93 H -1.01 3.48 -11.35  0.35


Entry from the Open Molecules 2025 dataset: a cluster of 16 separate species, C26H23Cl60N4O in total (ωB97M-V/def2-TZVPD).

E_LUMO = -3.4966 eV
Energy above the lowest of the compared OMol25 structures with the same formula, charge and spin = 0.0 kJ/mol
Energy = -786678.046 eV
Total charge = +1

Each line ends with the Mulliken charge.
Positions of all 114 atoms, in Å:
1 C 1.72 -3.00 -3.76  -0.71
2 C 1.01 -4.31 -3.65  0.55
3 O 1.17 -5.23 -4.44  -0.66
4 N 0.17 -4.45 -2.56  -0.27
5 C -1.03 -5.29 -2.80  -1.09
6 C -0.76 -6.77 -2.59  -0.04
7 C -1.23 -7.34 -1.26  -1.10
8 C -0.13 -7.96 -0.42  -1.11
9 C 0.38 -9.30 -0.95  0.53
10 C 0.91 -10.17 0.16  -1.68
11 N 2.20 -9.68 0.67  -0.21
12 C 3.09 -9.45 -0.30  0.41
13 N 4.23 -8.85 -0.05  -0.29
14 N 2.79 -9.81 -1.59  -0.49
15 C 1.52 -9.17 -2.01  0.00
16 C 1.11 -9.74 -3.35  -1.63
17 H 1.41 -2.29 -3.00  0.39
18 H 2.79 -3.14 -3.68  0.13
19 H 1.53 -2.57 -4.72  0.14
20 H -0.13 -3.53 -2.29  0.33
21 H -1.78 -4.93 -2.12  0.58
22 H -1.39 -5.14 -3.81  0.31
23 H -1.26 -7.28 -3.40  0.43
24 H 0.30 -6.90 -2.74  -0.07
25 H -1.99 -8.10 -1.44  0.42
26 H -1.71 -6.57 -0.68  0.54
27 H -0.55 -8.13 0.56  0.39
28 H 0.66 -7.24 -0.27  0.50
29 H -0.46 -9.81 -1.38  0.86
30 H 0.22 -10.25 0.99  0.58
31 H 1.05 -11.17 -0.22  0.38
32 H 2.05 -8.83 1.21  0.37
33 H 5.03 -9.00 -0.63  0.28
34 H 4.31 -8.19 0.70  0.22
35 H 2.81 -10.81 -1.77  0.33
36 H 1.72 -8.12 -2.10  0.51
37 H 0.49 -9.02 -3.86  0.33
38 H 0.53 -10.63 -3.21  0.44
39 H 1.98 -9.94 -3.96  0.44
40 C -0.68 -0.10 -5.07  0.04
41 Cl -1.32 -1.01 -3.70  -0.02
42 Cl -0.93 -1.05 -6.54  -0.10
43 Cl -1.52 1.44 -5.22  0.06
44 Cl 1.06 0.18 -4.87  -0.02
45 C -1.15 2.31 -1.06  0.29
46 Cl -0.41 3.37 0.13  -0.06
47 Cl -0.05 1.95 -2.39  -0.02
48 Cl -1.64 0.78 -0.31  -0.14
49 Cl -2.58 3.12 -1.72  -0.03
50 C -1.26 2.58 4.17  0.14
51 Cl -1.84 1.62 5.53  -0.08
52 Cl -1.26 1.58 2.71  -0.01
53 Cl -2.40 3.91 3.90  0.02
54 Cl 0.35 3.20 4.53  -0.10
55 C 4.69 8.81 6.71  0.32
56 Cl 4.67 7.96 5.16  -0.05
57 Cl 3.16 9.65 6.95  -0.06
58 Cl 4.90 7.66 8.03  -0.11
59 Cl 6.01 9.97 6.71  -0.10
60 C 5.60 -0.89 -2.53  0.31
61 Cl 6.47 0.16 -1.42  -0.10
62 Cl 6.70 -1.39 -3.82  -0.05
63 Cl 5.00 -2.29 -1.63  -0.11
64 Cl 4.22 0.00 -3.19  -0.05
65 C 6.19 -4.13 -6.82  0.35
66 Cl 6.94 -4.97 -8.18  -0.09
67 Cl 7.32 -4.08 -5.46  -0.11
68 Cl 5.79 -2.48 -7.30  -0.10
69 Cl 4.73 -4.96 -6.33  -0.05
70 C -4.40 7.40 2.03  0.21
71 Cl -4.46 6.59 3.60  -0.01
72 Cl -3.50 6.37 0.90  -0.05
73 Cl -6.04 7.63 1.43  -0.11
74 Cl -3.63 8.97 2.18  -0.03
75 C -2.03 11.53 5.06  0.25
76 Cl -0.30 11.66 5.34  0.01
77 Cl -2.86 12.54 6.25  -0.10
78 Cl -2.40 12.12 3.43  -0.13
79 Cl -2.60 9.88 5.21  -0.04
80 C 5.57 -3.32 2.66  0.30
81 Cl 5.11 -2.60 4.20  -0.08
82 Cl 5.91 -2.07 1.48  -0.01
83 Cl 6.99 -4.34 2.89  -0.10
84 Cl 4.22 -4.31 2.06  -0.11
85 C -4.99 2.81 -6.14  0.23
86 Cl -4.50 3.08 -4.47  0.00
87 Cl -6.67 3.36 -6.34  -0.12
88 Cl -3.95 3.75 -7.22  -0.09
89 Cl -4.84 1.10 -6.54  -0.05
90 C -8.41 -0.48 -3.96  0.30
91 Cl -8.83 0.18 -2.38  -0.10
92 Cl -8.09 0.84 -5.09  -0.01
93 Cl -6.96 -1.48 -3.81  -0.09
94 Cl -9.75 -1.47 -4.56  -0.10
95 C -6.14 1.28 5.84  0.23
96 Cl -5.94 1.57 7.57  -0.09
97 Cl -7.80 1.66 5.37  -0.08
98 Cl -5.03 2.29 4.92  0.05
99 Cl -5.80 -0.43 5.51  -0.12
100 C 4.90 10.44 1.70  0.26
101 Cl 6.55 10.75 2.24  -0.10
102 Cl 3.76 11.25 2.78  0.05
103 Cl 4.69 11.05 0.06  -0.10
104 Cl 4.58 8.70 1.74  -0.09
105 C 2.63 14.45 4.79  0.23
106 Cl 2.15 15.73 5.90  -0.10
107 Cl 4.18 14.85 4.05  -0.07
108 Cl 2.79 12.93 5.68  -0.02
109 Cl 1.41 14.28 3.53  -0.06
110 C -7.41 5.73 6.78  0.33
111 Cl -5.81 4.99 6.62  -0.06
112 Cl -7.38 6.90 8.10  -0.10
113 Cl -7.82 6.55 5.27  -0.09
114 Cl -8.60 4.48 7.11  -0.09


Entry from the Open Molecules 2025 dataset: a cluster of 2 separate species, C4H10NO2 in total (ωB97M-V/def2-TZVPD).

E_LUMO = 1.5541 eV
Energy above the lowest of the compared OMol25 structures with the same formula, charge and spin = 883.3 kJ/mol
Energy = -9888.291 eV
Total charge = -1

Each line ends with the Mulliken charge.
Positions of all 17 atoms, in Å:
1 C 0.87 -1.34 -1.54  -0.71
2 N -0.27 -0.87 -0.79  -0.38
3 C 0.11 -0.29 0.52  0.15
4 C 0.87 1.06 0.65  -0.18
5 O 2.23 1.05 0.40  -0.65
6 C -1.28 -0.07 1.37  -0.21
7 O -1.43 0.75 2.48  -0.72
8 H 1.68 -0.61 -1.51  0.28
9 H 0.61 -1.43 -2.68  0.26
10 H 1.49 -2.35 -1.20  0.21
11 H 0.84 -0.96 1.04  0.33
12 H -1.53 1.12 -1.38  -0.32
13 H 0.85 1.29 1.79  0.20
14 H 0.37 1.75 -0.05  0.18
15 H -1.88 1.69 -1.27  0.29
16 H -1.60 -1.20 1.61  0.16
17 H -1.94 0.42 0.57  0.11


Entry from the Open Molecules 2025 dataset: a structure of composition C25H24BrN6OS2Tc (ωB97M-V/def2-TZVPD).

E_LUMO (spin up / spin down) = -11.4752 / -10.8648 eV
Spin multiplicity = 2
Energy = -131188.662 eV
⟨S²⟩ = 0.893
Total charge = +3

Each line ends with the Löwdin spin population.
Positions of all 60 atoms, in Å:
1 Tc 0.26 0.03 -0.09  0.99
2 C 0.71 0.75 -4.34  0.00
3 C 0.65 0.19 -2.97  0.00
4 N 0.42 0.89 -1.91  0.00
5 N 0.00 2.21 -2.03  -0.02
6 C -1.07 2.40 -1.32  -0.01
7 N -1.75 3.54 -1.30  0.00
8 S -1.68 1.08 -0.23  -0.19
9 C 0.66 -1.27 -2.71  0.00
10 C 0.90 -2.21 -3.69  0.00
11 C 0.69 -3.56 -3.39  0.00
12 C 0.23 -3.91 -2.14  0.00
13 C 0.02 -2.91 -1.20  0.01
14 N 0.23 -1.62 -1.47  0.01
15 H 0.71 1.83 -4.32  0.00
16 H -0.15 0.40 -4.92  0.00
17 H 1.61 0.39 -4.86  0.00
18 H -1.49 4.28 -1.94  0.00
19 H -2.61 3.64 -0.80  0.00
20 H 1.23 -1.91 -4.67  0.00
21 H 0.87 -4.31 -4.15  0.00
22 H 0.02 -4.94 -1.88  0.00
23 H -0.33 -3.15 -0.20  0.00
24 O 5.15 -3.17 2.10  0.00
25 C 4.23 -2.45 1.50  0.00
26 C 4.44 -1.70 0.34  0.00
27 C 3.39 -0.97 -0.19  0.00
28 N 2.17 -0.96 0.37  0.00
29 C 2.00 -1.69 1.47  0.00
30 Br 0.20 -1.54 2.12  0.02
31 C 2.95 -2.45 2.09  0.00
32 H 6.01 -3.16 1.66  0.00
33 H 5.40 -1.68 -0.15  0.00
34 H 3.52 -0.38 -1.09  0.00
35 H 2.76 -3.02 2.99  0.00
36 N 1.08 1.51 0.96  0.13
37 S 2.55 2.18 0.65  0.01
38 C 3.51 1.95 2.14  0.00
39 C 4.77 2.53 2.17  0.00
40 C 5.55 2.35 3.29  0.00
41 C 5.09 1.59 4.36  0.00
42 C 3.83 1.01 4.31  0.00
43 C 3.02 1.18 3.19  0.00
44 C 2.27 3.92 0.61  0.01
45 C 2.00 4.63 1.78  0.00
46 C 1.76 5.98 1.68  0.00
47 C 1.82 6.62 0.44  0.00
48 C 2.10 5.90 -0.71  0.00
49 C 2.33 4.53 -0.64  0.00
50 H 0.56 2.00 1.68  0.01
51 H 5.12 3.14 1.34  0.00
52 H 6.53 2.81 3.34  0.00
53 H 5.70 1.46 5.24  0.00
54 H 3.46 0.44 5.15  0.00
55 H 2.03 0.76 3.16  0.00
56 H 2.00 4.13 2.74  0.00
57 H 1.56 6.56 2.57  0.00
58 H 1.65 7.68 0.38  0.00
59 H 2.17 6.40 -1.67  0.00
60 H 2.56 3.96 -1.53  0.00


Entry from the Open Molecules 2025 dataset: a cluster of 2 separate species, C17H19N in total (ωB97M-V/def2-TZVPD).

E_LUMO = 0.8403 eV
Energy above the lowest of the compared OMol25 structures with the same formula, charge and spin = 109.4 kJ/mol
Energy = -19426.769 eV
SMILES = CCc1c[nH]c2ccccc12.Cc1ccccc1

Each line ends with the Mulliken charge.
Positions of all 37 atoms, in Å:
1 C -0.91 -3.98 -0.90  -1.22
2 C 0.04 -2.86 -0.63  -0.79
3 C -0.71 -1.52 -0.60  1.01
4 C -1.08 -0.72 -1.63  -1.29
5 N -2.00 0.21 -1.20  0.09
6 C -2.02 0.17 0.18  -0.25
7 C -2.69 0.99 1.10  -0.98
8 C -2.63 0.62 2.43  -0.52
9 C -2.08 -0.62 2.80  -0.61
10 C -1.51 -1.47 1.88  -0.41
11 C -1.34 -0.99 0.58  0.94
12 H -1.18 -4.12 -1.95  0.33
13 H -1.81 -3.96 -0.32  0.33
14 H -0.52 -5.00 -0.76  0.38
15 H 0.52 -2.85 0.35  0.35
16 H 0.78 -2.69 -1.42  0.31
17 H -0.80 -0.81 -2.67  0.51
18 H -2.37 0.96 -1.76  0.24
19 H -3.33 1.79 0.77  0.39
20 H -3.19 1.19 3.16  0.39
21 H -2.18 -0.96 3.82  0.39
22 H -1.40 -2.51 2.14  0.40
23 C 1.66 3.29 1.04  -1.47
24 C 2.07 2.25 0.04  0.75
25 C 1.20 1.75 -0.91  -0.26
26 C 1.67 0.78 -1.81  -0.21
27 C 2.95 0.27 -1.75  -0.63
28 C 3.77 0.64 -0.66  -0.48
29 C 3.33 1.66 0.17  -0.51
30 H 0.59 3.27 1.25  0.31
31 H 1.81 4.29 0.62  0.30
32 H 2.27 3.26 1.93  0.37
33 H 0.24 2.14 -1.20  0.39
34 H 1.17 0.54 -2.74  0.38
35 H 3.40 -0.49 -2.36  0.38
36 H 4.75 0.19 -0.64  0.38
37 H 3.95 1.89 1.03  0.31